Entry 1:
# C51H89BrCl3N7NaO4P4S3Si

A molecular structure, C51H89BrCl3N7NaO4P4S3Si in a non-equilibrium geometry (ωB97M-V with the def2-TZVPD basis set, the Open Molecules 2025 dataset).

CARTESIAN COORDINATES (ANGSTROEM)
Na: 0.09079 0.12897 0.37027
C: -0.35717 -2.27553 5.52767
N: -0.83736 -1.49433 4.39731
C: -2.27101 -1.21186 4.42406
P: 0.12222 -0.49977 3.50916
O: -0.58440 -0.03038 2.30468
O: 1.38308 -1.47348 3.27617
P: 2.43189 -1.49802 2.03994
O: 2.02637 -0.56322 0.96435
N: 3.90789 -1.12161 2.61662
C: 4.46175 0.21616 2.43202
C: 4.50970 -1.87524 3.70875
N: 2.45984 -3.10348 1.73642
C: 1.29783 -3.97629 1.91033
C: 3.34628 -3.54531 0.65990
N: 0.80159 0.76590 4.31119
C: 0.17522 2.08396 4.23268
C: 1.62466 0.56260 5.49402
H: -0.90495 -3.21993 5.56877
H: -0.50964 -1.75390 6.47899
H: 0.70129 -2.50511 5.41663
H: -2.82818 -2.15093 4.39611
H: -2.53893 -0.62762 3.54821
H: -2.55500 -0.66611 5.33094
H: 3.95152 0.72549 1.61862
H: 5.52439 0.14040 2.19055
H: 4.35712 0.81141 3.34590
H: 4.04251 -2.85350 3.80000
H: 4.40305 -1.33935 4.65763
H: 5.57478 -2.01815 3.51665
H: 0.62269 -3.57926 2.66403
H: 1.64083 -4.95856 2.24192
H: 0.75132 -4.09562 0.97142
H: 4.21978 -2.89746 0.59419
H: 2.82525 -3.53565 -0.30398
H: 3.68914 -4.55968 0.86959
H: -0.45925 2.14553 3.35028
H: 0.95308 2.84792 4.16496
H: -0.43164 2.28945 5.12172
H: 2.11211 -0.41136 5.46271
H: 1.03983 0.63249 6.41758
H: 2.40465 1.32641 5.52965
C: -0.55087 4.15785 0.48171
P: -1.16107 2.81623 -0.62625
C: -0.40573 3.36996 -2.19810
C: -2.92739 3.29581 -0.81955
C: -3.38353 3.83795 -2.02370
C: -4.72422 4.12842 -2.22514
C: -5.64351 3.87615 -1.21896
C: -5.20174 3.33746 -0.02193
C: -3.85850 3.03610 0.19812
P: -3.32758 2.29827 1.80488
C: -4.48735 0.88017 1.90290
C: -4.14398 3.45164 2.98006
H: -0.70942 5.14286 0.03651
H: 0.51401 4.02100 0.67416
H: -1.07785 4.11244 1.43266
H: -0.79381 2.80049 -3.04387
H: 0.66081 3.15211 -2.12089
H: -0.53613 4.43801 -2.38668
H: -2.68708 4.04356 -2.82542
H: -5.04629 4.55234 -3.16783
H: -6.69380 4.09345 -1.36490
H: -5.92762 3.14007 0.75862
H: -5.53209 1.18676 1.83588
H: -4.34121 0.36070 2.85166
H: -4.27263 0.17571 1.09613
H: -5.19946 3.62323 2.76150
H: -3.62789 4.41274 2.97647
H: -4.06645 3.03594 3.98744
S: 2.62720 -1.48033 -3.48855
C: 1.07733 -1.15418 -4.13132
C: 0.35669 -0.44071 -3.22983
N: 1.00354 -0.14138 -2.05598
C: 2.20665 -0.63660 -2.06704
H: 0.77879 -1.48791 -5.11177
H: -0.66108 -0.10529 -3.37550
H: 2.88867 -0.53135 -1.23464
C: 5.83629 3.62407 1.37713
C: 6.11214 3.63055 -0.13644
C: 7.23497 4.64586 -0.41126
C: 6.63475 2.22739 -0.48315
Si: 4.55099 4.04000 -1.16500
Br: 2.91834 2.73515 -0.23927
C: 4.66080 3.46764 -2.98825
C: 5.98436 3.93016 -3.62283
C: 3.50732 4.04212 -3.82646
C: 4.55777 1.94077 -3.13062
C: 3.93713 5.83883 -0.96283
C: 4.77788 6.79424 -1.82818
C: 4.05052 6.30077 0.49860
C: 2.45895 6.00333 -1.35272
H: 6.76861 3.37412 1.89534
H: 5.09130 2.87454 1.64578
H: 5.49623 4.58370 1.76061
H: 8.14111 4.32220 0.11173
H: 6.99096 5.64179 -0.03858
H: 7.48656 4.73309 -1.47028
H: 7.47539 1.99411 0.17920
H: 6.99918 2.14730 -1.50751
H: 5.86982 1.46090 -0.33035
H: 6.12633 5.01141 -3.56620
H: 5.97959 3.65904 -4.68371
H: 6.85547 3.45177 -3.17277
H: 3.54645 5.12694 -3.92277
H: 2.53086 3.76598 -3.42182
H: 3.57372 3.62513 -4.83690
H: 5.31406 1.39377 -2.56875
H: 4.68133 1.68259 -4.18816
H: 3.57735 1.58368 -2.81581
H: 5.84318 6.75166 -1.59076
H: 4.44616 7.82169 -1.64541
H: 4.66266 6.60493 -2.89588
H: 5.08314 6.37128 0.84116
H: 3.50338 5.64383 1.17925
H: 3.61380 7.30126 0.58169
H: 2.25734 5.77882 -2.39896
H: 2.17235 7.04647 -1.18078
H: 1.80743 5.37774 -0.74212
Cl: -9.85717 0.06326 -0.41650
C: -8.61198 -1.07619 -0.02462
C: -7.74991 -0.81591 1.02612
C: -6.75341 -1.73092 1.32478
C: -6.60422 -2.90769 0.60151
C: -5.50452 -3.89179 0.94444
C: -4.36627 -3.89342 -0.06533
N: -3.72179 -2.59965 -0.21864
C: -4.03765 -1.60632 -1.12083
C: -3.01139 -0.70793 -1.05661
N: -2.06886 -1.13180 -0.14508
C: -2.53977 -2.25107 0.34275
O: -4.93801 -3.62880 2.21062
C: -5.70484 -4.19081 3.27402
C: -5.13027 -3.75201 4.57781
C: -4.12697 -4.39433 5.23891
Cl: -3.28018 -5.78885 4.70158
S: -3.72878 -3.66323 6.73193
C: -4.91017 -2.44778 6.49233
C: -5.57462 -2.61548 5.31903
C: -7.50250 -3.13893 -0.43568
Cl: -7.41188 -4.61720 -1.35828
C: -8.50150 -2.23959 -0.76634
H: -7.85874 0.09382 1.59947
H: -6.06428 -1.53627 2.13657
H: -5.93173 -4.90299 0.93417
H: -4.72514 -4.22068 -1.03849
H: -3.61213 -4.60611 0.26564
H: -4.93971 -1.63908 -1.70972
H: -2.90280 0.21763 -1.60098
H: -2.05420 -2.88215 1.07314
H: -5.69171 -5.28200 3.19178
H: -6.74562 -3.85766 3.19934
H: -5.06657 -1.68856 7.24222
H: -6.37798 -1.97011 4.98872
H: -9.18446 -2.44965 -1.57677
C: -1.43937 -3.55263 -2.79989
S: -0.04731 -3.72895 -1.68009
C: 0.89830 -4.94256 -2.61085
H: -1.11206 -3.17512 -3.76919
H: -2.12723 -2.82962 -2.36471
H: -1.95603 -4.50355 -2.93614
H: 0.34118 -5.86969 -2.74395
H: 1.80727 -5.16210 -2.05075
H: 1.18381 -4.54716 -3.58633

## Properties
- Highest occupied orbital energy: -9.81 eV
- Net charge: +1
- Frontier orbital gap: 8.4 eV
- Spin multiplicity: 1
- Energy above the lowest of the compared OMol25 structures with the same formula, charge and spin: 0.059 eV

=====

Entry 2:
# C51H89N12O2S2

10 unconnected molecules or ions with the total composition C51H89N12O2S2 in a non-equilibrium geometry (ωB97M-V with the def2-TZVPD basis set, the Open Molecules 2025 dataset).

CARTESIAN COORDINATES (ANGSTROEM)
O: -1.50457 -1.25634 1.68444
C: -0.68717 -0.40111 0.89078
C: -0.97944 1.08181 1.20926
C: -2.48358 1.44842 1.30450
C: -3.04428 2.21486 0.05406
N: -3.84175 1.30155 -0.77597
C: -3.52708 0.02182 -1.22273
C: -4.52400 -0.47261 -2.00561
N: -5.48591 0.53987 -2.01817
C: -5.06012 1.55789 -1.26875
C: -5.99174 2.75714 -1.16654
C: -6.13301 3.40100 0.24529
C: -6.09011 2.41782 1.42898
S: -7.12470 0.92340 1.27030
C: -8.78013 1.39612 0.77231
S: -9.33947 2.91404 0.93647
N: -9.56835 0.28558 0.19354
C: -9.71926 -0.77731 1.19049
C: -9.98380 -2.18983 0.58748
O: -9.49068 -2.38288 -0.74127
C: -8.32159 -1.60395 -0.90810
C: -8.81976 -0.13428 -1.00531
H: -1.83773 -1.99823 1.17087
H: -0.71021 -0.64402 -0.18785
H: 0.35737 -0.58645 1.19624
H: -0.47258 1.70698 0.45871
H: -0.51833 1.28012 2.18966
H: -2.58430 2.14048 2.15902
H: -3.12191 0.58873 1.56642
H: -3.59537 3.09639 0.37771
H: -2.17303 2.51819 -0.54413
H: -2.61504 -0.51945 -0.99718
H: -4.58659 -1.42029 -2.52644
H: -6.34410 0.44488 -2.54018
H: -6.99229 2.49533 -1.54278
H: -5.62234 3.53854 -1.85546
H: -5.30014 4.11992 0.35430
H: -7.03503 4.02432 0.25434
H: -6.46047 2.96683 2.31268
H: -5.08396 2.07088 1.69606
H: -8.89006 -0.86633 1.91494
H: -10.61517 -0.51669 1.79001
H: -11.03563 -2.49788 0.66275
H: -9.43575 -2.90279 1.23796
H: -7.58776 -1.75765 -0.09747
H: -7.87070 -1.86551 -1.88089
H: -9.55646 -0.14918 -1.83689
H: -8.03330 0.56560 -1.31766
C: 2.66173 -0.84588 4.10534
C: 4.03536 -0.35471 3.66377
C: 3.96527 0.60171 2.46923
C: 3.35822 -0.06987 1.30972
N: 2.88386 -0.60173 0.40834
H: 2.16801 -1.42188 3.31872
H: 2.75274 -1.49700 4.97434
H: 2.01685 -0.00846 4.37623
H: 4.65919 -1.21493 3.41210
H: 4.51806 0.15705 4.49805
H: 4.96538 0.93976 2.19450
H: 3.36740 1.48059 2.71968
C: 4.30228 -2.69875 -2.10299
C: 4.63366 -1.47027 -2.94126
C: 5.37101 -1.81711 -4.24000
C: 6.64587 -2.48290 -3.93026
N: 7.64250 -2.99920 -3.68850
H: 5.20520 -3.21994 -1.77968
H: 3.75735 -2.40820 -1.20578
H: 3.68303 -3.40203 -2.66537
H: 5.24150 -0.78559 -2.34586
H: 3.70807 -0.94537 -3.18685
H: 5.57667 -0.91186 -4.81261
H: 4.76607 -2.47937 -4.86150
C: 0.37886 4.50661 3.84517
C: 1.17744 5.13814 4.98078
C: 2.44297 4.35029 5.33067
C: 2.09572 2.98617 5.76473
N: 1.82488 1.92161 6.10216
H: 0.01828 3.51042 4.11344
H: -0.49518 5.11666 3.61091
H: 0.98527 4.42116 2.93987
H: 0.53726 5.21837 5.86273
H: 1.46060 6.15205 4.69587
H: 2.98506 4.84695 6.13567
H: 3.10578 4.28763 4.46581
C: -14.96824 1.30375 -0.22077
C: -14.53778 2.66325 -0.76015
C: -13.31067 2.58060 -1.67454
C: -12.15917 2.03225 -0.93591
N: -11.25816 1.59977 -0.35702
H: -14.19063 0.85430 0.39947
H: -15.85931 1.40581 0.39899
H: -15.19949 0.61370 -1.03501
H: -14.32649 3.32922 0.07930
H: -15.36544 3.10425 -1.31871
H: -13.04965 3.57294 -2.04575
H: -13.51757 1.94127 -2.53478
C: 12.23711 -3.33790 -0.85447
C: 10.84074 -3.91714 -1.04964
C: 9.74885 -2.84326 -1.09226
C: 9.72111 -2.08965 0.17373
N: 9.69945 -1.50383 1.16210
H: 12.32619 -2.81711 0.10054
H: 12.98153 -4.13534 -0.86041
H: 12.48575 -2.63452 -1.65358
H: 10.63335 -4.62232 -0.24247
H: 10.81701 -4.48260 -1.98318
H: 8.77450 -3.30477 -1.24772
H: 9.92678 -2.14808 -1.91363
C: 11.91558 -6.14089 -5.45361
C: 13.11369 -5.39751 -4.87428
C: 14.00455 -6.28975 -4.00370
C: 13.24074 -6.81721 -2.86149
N: 12.64043 -7.22879 -1.97313
H: 11.25189 -6.50787 -4.66866
H: 11.32572 -5.47817 -6.08911
H: 12.23861 -6.98973 -6.05769
H: 12.75693 -4.54793 -4.28630
H: 13.71243 -4.99122 -5.69319
H: 14.85332 -5.71943 -3.62399
H: 14.39295 -7.12728 -4.58559
C: -11.46801 -2.47401 5.32755
C: -10.39368 -1.67964 6.06203
C: -9.27034 -1.20116 5.13605
C: -8.59494 -2.35148 4.51105
N: -8.06985 -3.24923 4.02280
H: -11.06207 -3.38752 4.88951
H: -12.26001 -2.76869 6.01597
H: -11.91788 -1.87982 4.52823
H: -9.97523 -2.29761 6.85891
H: -10.85346 -0.81133 6.53781
H: -8.53407 -0.62739 5.70022
H: -9.67106 -0.55724 4.35021
C: 11.45721 -4.97529 -10.84796
C: 12.23760 -4.32815 -9.70926
C: 13.51416 -5.09597 -9.34987
C: 13.18520 -6.46359 -8.91480
N: 12.92881 -7.53496 -8.58377
H: 11.11260 -5.97528 -10.57993
H: 10.57500 -4.38161 -11.08927
H: 12.06966 -5.05325 -11.74872
H: 11.59234 -4.25587 -8.83072
H: 12.50665 -3.30902 -9.99417
H: 14.04406 -4.58909 -8.54221
H: 14.18299 -5.15132 -10.21025
C: -0.95384 9.37622 5.46014
C: 0.17142 10.06480 6.22467
C: 1.34636 10.46452 5.32533
C: 1.93314 9.27394 4.68914
N: 2.39088 8.34238 4.19731
H: -0.61824 8.43944 5.01057
H: -1.77851 9.13689 6.13213
H: -1.33967 10.01922 4.66614
H: 0.52377 9.39958 7.01583
H: -0.22197 10.95962 6.71001
H: 2.11780 10.96381 5.91231
H: 1.01577 11.15339 4.54633

## Properties
- Highest occupied orbital energy: -10.06 eV
- Net charge: +1
- Frontier orbital gap: 7.6 eV
- Spin multiplicity: 1